DFT (wB97M-V/def2-TZVPD) results for a molecular structure, H37O18.

For the calculated total energy, the calculation gives -37445.777 eV. The value obtained for the LUMO energy is -2.73 eV. As for the highest occupied orbital energy: -12.7 eV.

Geometry as ORCA input:
```
! wB97M-V def2-TZVPD RIJCOSX def2/J DEFGRID3
* xyz 1 1
O 3.4363 -1.5963 -2.1697
O -0.2589 -0.9168 -1.9924
O -1.3339 -0.1995 5.5815
O 1.6889 -0.0398 -3.4909
O -0.6011 -2.0313 3.8091
O 4.0279 0.3785 2.6591
O 2.4388 2.8003 -3.4119
O -0.6538 1.9724 4.5839
O -2.2535 -3.9087 -3.0676
O -3.2810 0.3110 -1.6208
O 1.4049 -0.6520 0.6911
O -0.7610 -1.5473 1.3427
O -1.3599 2.0092 -3.5248
O -2.3123 -2.7725 0.3139
O -1.1580 0.7879 -0.0192
O 3.8994 0.9452 -0.5676
O -4.5541 2.8988 -1.0235
O 1.3290 2.1889 1.8843
H 1.4747 0.2316 0.5535
H -0.8287 1.5117 -3.0600
H -2.5124 -3.6887 0.0871
H -4.0965 0.9557 -1.5369
H 3.6569 -2.4067 -2.5598
H 2.6175 -1.7260 -1.4815
H 1.7082 -0.1397 -4.3971
H -1.3329 -1.8361 4.3879
H -2.5913 -2.1582 -0.4564
H -0.7478 -1.9680 2.3700
H -0.4862 -0.0916 -1.7799
H 4.3256 0.5940 3.5356
H 0.2803 -1.4538 1.1175
H 3.9430 1.2721 -1.4860
H -2.6048 -3.1042 -3.5722
H -0.5096 0.2007 5.9512
H 0.0677 -2.6994 4.3707
H 1.8424 2.0101 -3.3991
H 2.2109 2.3998 1.8551
H 0.7368 2.8191 1.3825
H 3.3236 2.5033 -3.7419
H -2.0492 0.4735 -0.0559
H 0.0347 1.9587 4.0346
H -2.0889 2.4043 -3.1696
H 4.0353 -0.5297 2.4945
H -1.4121 0.2259 4.6997
H -4.1845 3.5747 -1.6661
H -1.1956 -2.5108 0.8707
H 4.5012 0.1996 -0.5516
H -3.2870 -0.1193 -2.4482
H -0.7762 -1.5161 -1.5147
H 2.4470 -0.6192 -3.0669
H -1.1390 1.3649 -0.8447
H -0.6187 2.7223 5.1465
H 1.9358 -0.4522 1.5912
H -4.9317 3.2267 -0.1558
H -1.4463 -4.2568 -3.4817
*
```

---

DFT (wB97M-V/def2-TZVPD) results for a single C11H16N4O5 molecule.

For the calculated total energy, the calculation gives -27863.731 eV. The value obtained for the LUMO energy is 0.59 eV. As for the structure (SMILES): N[C@@H](Cc1c[nH]cn1)C(=O)N[C@@H](CCC(=O)O)C(=O)O. As for the highest occupied orbital energy: -9.2 eV.

Geometry as ORCA input:
```
! wB97M-V def2-TZVPD RIJCOSX def2/J DEFGRID3
* xyz 0 1
O 0.0238 -1.1349 1.4442
O 2.3235 -1.8179 -0.2511
O 3.5128 -3.1096 -4.6592
O 1.1322 -3.6802 0.2639
O 3.7215 -2.2797 -2.5910
N -1.4644 1.6276 -0.3262
N -0.5477 -0.8512 -0.7953
N -1.7478 4.5316 3.6633
N -1.7413 3.5896 1.6856
C -1.5505 2.5977 2.6592
C -0.7442 1.0594 0.7767
C 2.9673 -2.6553 -3.6909
C 1.4798 -2.8290 -3.3580
C 0.7758 -1.6028 -2.6535
C 0.0612 -2.0566 -1.2939
C -1.5926 3.1404 3.9076
C 1.2923 -2.4472 -0.3376
C -1.3371 1.1895 2.1746
C -0.3556 -0.3909 0.5175
C -1.8463 4.7477 2.3284
H 3.0444 -2.0292 -1.8383
H 0.2106 1.6631 0.9883
H 0.0758 -1.1303 -3.3923
H -2.2558 0.9189 -0.6149
H -1.2753 2.7642 4.9097
H 1.2863 -3.7304 -2.7804
H -2.3705 0.5559 2.4302
H -0.5472 0.7036 3.0043
H -0.6442 -2.9138 -1.2795
H -2.0344 5.7313 1.7995
H 1.9567 -3.9877 0.6165
H 1.5191 -0.8798 -2.1486
H -1.6950 5.2396 4.4513
H -0.5384 -0.0200 -1.3660
H 0.8908 -3.0159 -4.3264
H -1.9854 2.5022 0.0824
*
```

---

DFT (wB97M-V/def2-TZVPD) results for a molecular structure, C32H28ClF6N4O9ReS2.

Its expectation value of S² is 0.75. For the calculated total energy, the calculation gives -110647.511 eV. The value obtained for the LUMO energy (spin up / spin down) is -4.95 / -4.55 eV. As for the highest occupied orbital energy (spin up / spin down): -10.9 / -10.9 eV.

Geometry as ORCA input:
```
! wB97M-V def2-TZVPD RIJCOSX def2/J DEFGRID3
* xyz 1 2
Re 0.2700 -1.1028 0.2022
Cl -6.6998 0.6857 -3.4574
S 1.2790 -1.5232 3.5820
S -1.3455 -1.0458 2.5193
F 0.9065 -4.0755 3.1668
F 0.0563 -3.3286 5.0164
F 2.2039 -3.5806 4.8351
F -2.7915 0.9925 2.9338
F -1.6671 0.4337 4.6900
F -0.6608 1.4310 3.0382
O -2.5060 -2.4099 -0.7072
O -0.1602 -4.9942 -0.9566
O 1.2703 0.6035 0.7627
O -2.1842 -1.9945 3.1528
O 2.5833 -1.4312 3.0273
O 0.0020 -2.8734 -0.2301
O 2.2958 -1.0956 -0.0069
O 0.8115 -0.6507 4.6082
O -1.6138 -0.6491 1.0812
N -3.2315 3.4257 0.8109
N 0.1324 -0.4798 -1.8124
N -2.2787 2.4363 -1.1402
N 0.1944 -1.5241 2.3145
C -2.0132 4.7562 -0.7469
C -1.7824 3.6234 -1.5097
C 4.9577 2.2626 2.1681
C 4.9017 -0.0127 0.5491
C -0.0531 0.8266 -2.0369
C -0.2629 1.3534 -3.2979
C 2.4435 0.0572 0.5520
C -0.6919 -3.9641 -0.7191
C -4.4329 0.3574 -2.0129
C -5.5130 -0.2610 -2.6103
C -0.2317 0.4647 -4.3653
C -2.7330 4.6014 0.4266
C 3.7330 1.8172 1.7120
C -0.0324 -0.8883 -4.1395
C 7.4561 2.1221 2.3892
C 0.1485 -1.3329 -2.8522
C 3.7026 0.6480 0.9055
C 2.5141 2.6051 2.1361
C 1.0930 -3.2634 4.2007
C 6.0931 0.4907 1.0397
C -2.1708 -3.7598 -0.9055
C -5.1204 -3.9052 -1.6838
C -3.6078 -1.8098 -1.3320
C -2.9871 2.4101 -0.0137
C -1.0266 3.7379 -2.7809
C 4.9788 -1.2356 -0.3389
C -1.6111 0.5919 3.4019
C -0.4596 2.8001 -3.5385
C -3.4942 -0.4300 -1.3752
C 6.1444 1.6084 1.8622
C -5.6682 -1.6263 -2.5051
C -4.7394 -2.4427 -1.8480
H -4.6143 -4.5678 -2.3875
H 7.3551 2.4739 3.4163
H -4.3224 1.4345 -2.0400
H 7.7990 2.9672 1.7870
H -6.5567 -2.0844 -2.9234
H -0.0382 1.4659 -1.1702
H 0.3468 -2.3712 -2.6361
H -6.1881 -4.0109 -1.8656
H 2.8296 3.5112 2.6491
H -0.0715 3.1338 -4.4957
H 7.0165 -0.0141 0.7778
H -0.3815 0.8322 -5.3742
H -2.3835 -4.1068 -1.9100
H 4.3649 -1.1367 -1.2328
H 4.9886 3.1476 2.7960
H -2.9218 5.4448 1.0811
H 8.2270 1.3536 2.3553
H -2.6577 -4.4082 -0.1777
H 6.0104 -1.3973 -0.6430
H 1.8896 2.8852 1.2899
H -4.9331 -4.2689 -0.6752
H 4.6336 -2.1274 0.1884
H -0.0077 -1.5978 -4.9546
H -2.6475 0.0344 -0.8831
H 1.8896 2.0295 2.8211
H -1.6392 5.7253 -1.0515
H -3.4095 1.4489 0.2619
H -0.9789 4.7514 -3.1649
*
```

---

DFT (wB97M-V/def2-TZVPD) results for a single C4H6N2O molecule.

For the calculated total energy, the calculation gives -9271.801 eV. The value obtained for the LUMO energy is 0.61 eV. As for the structure (SMILES): [H]/N=C(/C#N)OCC. As for the highest occupied orbital energy: -11.1 eV.

Geometry as ORCA input:
```
! wB97M-V def2-TZVPD RIJCOSX def2/J DEFGRID3
* xyz 0 1
O -0.3514 -0.5264 -0.3008
N -2.6628 -0.5871 -2.8131
N -1.8864 1.2829 -0.1779
C 0.6095 0.1860 0.4936
C -2.1180 -0.3221 -1.8288
C -1.4336 0.1994 -0.6487
C 1.8022 -0.7032 0.7690
H 2.2016 -1.1274 -0.1558
H -1.3450 1.6318 0.6094
H 2.5860 -0.0987 1.2372
H 1.5479 -1.5169 1.4536
H 0.1518 0.5037 1.4399
H 0.8983 1.0782 -0.0776
*
```

---

DFT (wB97M-V/def2-TZVPD) results for a molecular structure, C18H16Cl2IrN4PS3.

For the calculated total energy, the calculation gives -94566.942 eV. The value obtained for the LUMO energy is -0.95 eV. As for the highest occupied orbital energy: -8.1 eV.

Geometry as ORCA input:
```
! wB97M-V def2-TZVPD RIJCOSX def2/J DEFGRID3
* xyz 0 1
Ir 1.2242 0.0054 -0.4068
Cl -0.2544 -1.9779 2.4932
Cl 4.6837 0.3690 2.9797
S 2.6490 -1.0172 1.0682
S 1.0768 1.7362 -4.4118
S 2.7043 0.0367 -2.2871
P 0.1339 -1.7301 -1.1845
N 0.4636 1.1849 -1.9859
N -1.7227 1.5612 2.4652
N -2.0845 0.6484 4.7555
N 0.0927 0.6480 1.1134
C 1.6585 -0.2081 5.4803
C -1.4844 2.9463 -4.4740
C -1.6121 -1.6796 -0.7175
C -1.8881 1.0562 3.6923
C 2.1946 -0.7414 2.7516
C 3.1341 -0.1230 3.5925
C 0.0366 -1.8982 -2.9869
C 0.7995 -3.3194 -0.6520
C -2.6428 3.2406 -3.7784
C 0.9951 -1.1176 3.3690
C 2.8823 0.1368 4.9289
C -0.4873 2.2407 -3.8112
C -0.7730 1.0800 1.7674
C -0.6463 1.8492 -2.4771
C -1.8072 2.1649 -1.7765
C -2.8007 2.8547 -2.4436
C 0.7122 -0.8411 4.6962
C 1.4180 1.0328 -2.8718
H 1.7978 -3.4359 -1.0736
H 3.6441 0.6255 5.5194
H -2.0449 -0.7520 -1.0943
H 0.1529 -4.1202 -1.0163
H -3.7108 3.1124 -1.9190
H -0.2536 -1.1165 5.0955
H -1.3592 3.2571 -5.5025
H 1.0274 -1.9584 -3.4300
H 1.4428 0.0158 6.5155
H -0.5168 -2.8145 -3.2004
H 0.8714 -3.3470 0.4310
H -3.4356 3.7845 -4.2737
H -1.9101 1.8893 -0.7344
H -1.7132 -1.6946 0.3644
H -0.5040 -1.0555 -3.4197
H -2.1441 -2.5285 -1.1502
*
```

---

DFT (wB97M-V/def2-TZVPD) results for a molecular structure, C54H72F9N10O6RbS.

For the calculated total energy, the calculation gives -120306.323 eV. The value obtained for the LUMO energy is 3.36 eV. As for the highest occupied orbital energy: -0.6 eV.

Geometry as ORCA input:
```
! wB97M-V def2-TZVPD RIJCOSX def2/J DEFGRID3
* xyz -2 1
Rb 0.1161 -0.3032 1.2405
S 0.2714 -0.0760 -2.0695
F 2.9524 1.7159 5.9116
F 2.5878 1.3672 3.8059
F 1.4528 2.8627 4.8601
F 2.7100 -1.0143 5.5611
F 0.3879 2.0102 7.1657
F 0.6830 -1.7793 5.6283
F 1.3522 0.1402 7.6605
F 1.5227 -1.1241 3.7567
F -0.7097 0.1642 7.0241
O -2.2931 1.2676 1.6668
O -3.2189 3.2144 1.0825
O -0.4706 1.3041 -2.7889
O 2.5615 -0.5796 0.0339
O 1.1326 -3.4772 1.1015
O -0.1741 0.7721 4.4909
N -1.8448 -1.9510 -2.3144
N -1.2552 -0.8992 -4.2117
N -2.1317 2.5497 4.2586
N -4.3549 2.4220 3.5477
N -3.1034 0.5055 4.0450
N 0.3865 -4.5403 -0.7667
N 1.8695 1.2609 -1.8518
N -0.1414 3.0789 0.3616
N -1.8179 -2.1024 -0.9644
N -1.7728 -2.8630 1.6548
C -2.9212 -2.5077 -0.4430
C 0.8853 -3.4728 -0.0885
C -4.1757 -2.7555 -1.2067
C 0.2355 4.8882 -2.8616
C 0.4901 0.7165 6.8038
C 2.2951 6.2435 -2.3469
C 7.6362 2.2856 -2.4463
C 7.3825 0.4010 -4.0666
C 4.4901 -2.8331 0.3171
C 5.8222 0.0251 -1.4578
C -2.9388 -2.6772 1.0330
C -4.1325 -2.5463 1.7501
C 0.1205 -4.4778 -2.1811
C 0.1426 2.5163 -2.6863
C -6.0199 -4.2362 -1.7357
C 1.4763 -0.8462 5.0590
C 1.4835 2.4863 -2.2173
C 1.9931 1.6360 4.9694
C -2.7097 4.8004 -2.4493
C 3.7284 6.0791 -1.8375
C 1.5564 4.9047 -2.4438
C -2.0561 4.3586 -4.8301
C 5.2589 -1.5156 0.4931
C -1.1016 -1.0332 -2.8513
C -0.9871 4.6074 2.1833
C -4.0970 -2.5706 3.1330
C -0.5149 3.6945 -2.9764
C -2.8773 -2.7229 3.7756
C 3.1950 0.8368 -1.7408
C 2.1796 3.6991 -2.1165
C 2.3596 6.8965 -3.7350
C -3.1802 1.8424 3.9226
C -0.8719 3.1777 1.6199
C 6.0993 2.4997 -4.3775
C 4.8671 -0.5275 -0.6098
C -2.2368 2.4926 1.4068
C -4.6819 -1.8347 -2.1239
C 6.7535 -1.8493 0.4865
C 1.5533 7.1789 -1.3823
C 5.5196 0.9419 -2.4630
C 4.1845 1.3189 -2.5894
C 3.4939 -0.1362 -0.7273
C 6.6361 1.5227 -3.3298
C -2.7959 2.5138 -3.3428
C -1.9912 3.8187 -3.3930
C -6.5125 -3.3130 -2.6477
C -2.0741 3.9949 4.4623
C 4.9156 -0.9146 1.8653
C -4.8660 -3.9535 -1.0204
C -5.8418 -2.1117 -2.8324
C -0.0799 -5.7000 -0.0497
C -1.7486 -2.8746 2.9810
C -2.0948 4.8586 3.2039
C 0.8762 0.5816 5.2817
H -2.7654 2.0658 -2.3497
H -5.0118 -2.4502 3.7025
H 1.4804 6.7218 -0.3932
H -0.3254 2.5703 2.3490
H 0.0656 -5.5237 1.0133
H -4.1705 -0.8940 -2.2679
H -2.7757 4.3848 -1.4401
H -0.9539 -4.5171 -2.3862
H 6.8588 -0.2662 -1.3328
H 0.5397 7.3836 -1.7300
H -3.8398 2.7447 -3.5812
H 4.3099 5.4256 -2.4904
H 5.4864 0.0035 2.0308
H -1.1452 -5.8624 -0.2480
H -3.0538 4.7625 2.7031
H 6.9556 -2.5876 1.2681
H 2.0834 8.1328 -1.2867
H -2.1426 0.1745 4.2001
H -0.0144 4.8561 2.6274
H 3.8531 -0.6793 1.9052
H -3.5730 0.0038 3.3043
H -0.7709 -3.0167 3.4331
H 3.4234 -2.6570 0.4252
H 5.3889 2.0115 -5.0476
H -4.2231 3.0608 2.7469
H 1.0926 -2.6041 -0.7347
H 7.1217 3.0779 -1.8986
H 7.8043 -0.3175 -3.3620
H -2.0193 5.9002 3.5379
H -6.5342 -5.1772 -1.5809
H -1.1447 5.3034 1.3547
H -1.5692 -1.7246 -4.7006
H 3.8770 2.0169 -3.3591
H -6.2227 -1.3813 -3.5355
H 0.7808 3.4973 0.4134
H -1.1476 4.1699 5.0124
H 8.2002 0.8077 -4.6734
H 6.6969 -0.1395 -4.7228
H 2.8754 7.8617 -3.6842
H 2.9006 6.2500 -4.4295
H -0.2483 5.8227 -3.1192
H -1.5800 5.3379 -4.9106
H -4.4812 -4.6781 -0.3113
H -7.4152 -3.5270 -3.2072
H 4.8058 -3.5639 1.0709
H 6.9262 2.8903 -4.9791
H 4.2205 7.0557 -1.8066
H -1.2614 1.9760 4.3165
H 8.0970 1.6206 -1.7137
H 1.3599 7.0607 -4.1397
H 0.6112 -5.3100 -2.6971
H -3.7308 4.9714 -2.8054
H -2.9047 4.2872 5.1104
H 0.5049 -3.5401 -2.5814
H -2.4320 1.7752 -4.0560
H -0.5194 -0.3757 -4.6588
H 3.1900 3.6640 -1.7361
H 0.4718 -6.5974 -0.3491
H -0.6469 3.5430 -0.3860
H -5.0654 -2.3943 1.2244
H 4.6836 -3.2527 -0.6752
H 5.5921 3.3446 -3.9066
H 7.0637 -2.2763 -0.4710
H 3.7482 5.6564 -0.8315
H 7.3688 -0.9686 0.6895
H 8.4314 2.7372 -3.0515
H -2.2050 5.7649 -2.3911
H 5.1539 -1.6220 2.6680
H -2.7935 -2.7105 4.8544
H -5.0441 1.7285 3.2945
H -3.0981 4.4541 -5.1531
H -1.5434 3.6778 -5.5136
*
```

---

DFT (wB97M-V/def2-TZVPD) results for a molecular structure, C52H41N7O4SV.

Its expectation value of S² is 3.87. For the calculated total energy, the calculation gives -109725.091 eV. The value obtained for the LUMO energy (spin up / spin down) is -0.73 / -0.72 eV. As for the highest occupied orbital energy (spin up / spin down): -5.2 / -6.1 eV.

Geometry as ORCA input:
```
! wB97M-V def2-TZVPD RIJCOSX def2/J DEFGRID3
* xyz 0 4
V 1.1089 -0.2013 -0.4681
S -1.0863 -1.2847 -5.8169
O -1.1334 -1.6161 -4.4151
O 0.0782 -1.6166 -6.6000
O 3.3168 -1.5827 -5.4744
O 2.5723 0.0285 -6.7118
N 0.8058 0.7624 -4.6183
N 0.1762 -1.6993 0.0174
N 0.2447 0.0540 2.5792
N -0.5355 1.4218 1.0117
N 2.6414 -0.5994 -5.6704
N 2.4439 -0.8331 0.6035
N 1.2228 0.3580 -2.4904
C -2.6042 1.9178 0.3538
C 3.3663 -7.0203 2.0141
C -0.4886 -3.8032 0.1726
C -6.0257 -1.0713 -1.2160
C 3.6936 -5.0011 0.7513
C 0.6698 0.6754 1.3049
C 2.1324 -6.5430 2.4364
C -5.0648 -1.1059 -2.2137
C 2.1348 1.2565 1.5400
C 4.0044 -1.8249 1.8428
C -1.1744 -1.6533 -0.1374
C 0.6385 -2.9593 0.2825
C -3.7254 -0.8912 -1.9073
C 1.6839 -5.2998 2.0218
C -0.8320 5.6046 5.9484
C -0.6422 3.4363 4.1893
C 0.4492 1.0222 -3.3405
C 2.8487 -2.0810 0.9720
C 2.4579 -4.5095 1.1690
C 2.0477 3.7280 1.7601
C 1.8432 -0.1475 -4.5499
C 4.1147 -0.4869 2.0632
C -3.3356 -0.6211 -0.6008
C 2.3460 4.9103 2.4177
C -3.7777 -1.8577 -5.8220
C -1.0261 2.3752 1.8843
C -0.7007 4.3118 6.4397
C 4.1471 -6.2422 1.1732
C -1.6059 -3.0029 -0.0881
C 0.8326 0.3607 4.5351
C 1.1141 -0.5230 3.5551
C 3.1535 2.4838 3.4821
C 2.9839 0.1760 1.3913
C 2.4393 2.4941 2.2832
C 0.0617 1.1913 -5.8070
C -1.9037 -0.4181 -0.2296
C -1.6029 0.9283 0.2226
C -2.2600 2.7813 1.4041
C 0.0266 1.1153 3.5618
C -5.6424 -0.8240 0.0960
C 3.0468 4.8851 3.6146
C -0.8824 5.8098 4.5779
C -1.2902 0.4934 -5.9404
C -0.6159 3.2389 5.5698
C -0.6679 1.9067 -2.9272
C -2.5003 -1.9803 -6.6302
C 3.4497 3.6666 4.1419
C -4.3103 -0.5987 0.3972
C 2.0091 -3.1614 0.7579
C -0.7877 4.7352 3.7075
C 2.0822 -0.4070 -3.2448
C -0.5026 2.3111 3.2512
H -5.3626 -1.3091 -3.2338
H -0.9868 6.8121 4.1822
H 4.8299 -0.0136 2.7164
H -2.9645 -0.9533 -2.6783
H 0.7338 -4.9211 2.3749
H -0.0843 2.2700 -5.7452
H 2.8299 -1.0549 -2.8193
H 4.6154 -2.5869 2.3017
H -1.9962 0.7919 -5.1667
H -1.7088 0.7257 -6.9195
H -0.7910 2.7473 -3.6088
H -2.6254 -3.3399 -0.1852
H 3.4439 1.5376 3.9176
H 3.2705 5.8063 4.1354
H -0.6735 4.1389 7.5078
H 0.6876 0.9756 -6.6657
H -0.4941 -4.8713 0.3111
H -0.8016 4.9001 2.6382
H -4.0045 -0.4005 1.4167
H 1.7154 -1.4104 3.4284
H 5.1083 -6.6062 0.8349
H -4.0509 -0.8168 -5.6448
H -2.5563 -1.5032 -7.6085
H -2.2033 -3.0194 -6.7872
H -3.6638 -2.3499 -4.8596
H 1.0419 0.4349 5.5867
H -7.0665 -1.2436 -1.4558
H 3.7159 -7.9909 2.3402
H 1.4984 3.7501 0.8252
H -0.4783 2.2861 -1.9234
H -6.3828 -0.8090 0.8849
H -0.5403 2.2340 5.9636
H -4.5972 -2.3305 -6.3618
H -0.9034 6.4424 6.6291
H 3.9924 3.6344 5.0776
H 2.0264 5.8549 1.9956
H 4.2945 -4.4030 0.0778
H -3.5532 1.8945 -0.1529
H -2.8981 3.5201 1.8593
H 1.5206 -7.1379 3.1027
H -1.6017 1.3419 -2.8697
*
```